{"formula": "C19H62N4O12", "method": "the ωB97M-V functional and the def2-TZVPD basis", "energy_ha": -1882.80613, "de_lowest_ev": 0.8015, "homo_energy_ev": -8.818, "species": ["O", "O", "O", "O", "O", "O", "O", "O", "O", "O", "O", "O", "N", "N", "N", "N", "C", "C", "C", "C", "C", "C", "C", "C", "C", "C", "C", "C", "C", "C", "C", "C", "C", "C", "C", "H", "H", "H", "H", "H", "H", "H", "H", "H", "H", "H", "H", "H", "H", "H", "H", "H", "H", "H", "H", "H", "H", "H", "H", "H", "H", "H", "H", "H", "H", "H", "H", "H", "H", "H", "H", "H", "H", "H", "H", "H", "H", "H", "H", "H", "H", "H", "H", "H", "H", "H", "H", "H", "H", "H", "H", "H", "H", "H", "H", "H", "H"], "positions_angstrom": [[-4.16536, 0.06631, 0.85518], [-1.91036, 0.10031, 5.04418], [-2.25736, -3.92069, 0.84818], [-0.10736, -3.37669, -1.06882], [2.12764, -1.55769, 1.03618], [3.97764, 1.50431, 1.86918], [-0.63136, 2.98331, -1.56082], [2.79864, 3.69331, 0.78318], [0.26864, -3.18069, 1.85918], [-1.53736, 1.29231, -6.63182], [2.41464, 0.09731, -3.26082], [-0.47336, 0.37131, -1.11682], [-0.88636, -1.83869, -2.65382], [-1.57836, -3.86869, -2.76682], [2.77464, -0.05569, 3.18018], [3.53864, 1.71731, 4.17718], [2.30764, 2.23031, -2.13482], [1.75864, 1.37531, -3.22882], [-1.67336, 0.45631, 3.75618], [-3.41836, -4.39069, 0.13618], [-1.21036, 1.77931, -5.39682], [-0.35336, 0.00431, 0.23018], [-3.39336, -0.94069, 0.28418], [3.44464, 1.06631, 3.09118], [-0.64036, 1.55731, 3.66318], [0.42764, -4.57869, 1.74118], [-2.35736, 3.09231, 0.15618], [1.51264, 3.43731, 1.26918], [0.97764, 4.65231, 1.88018], [3.58564, -0.73069, -0.59882], [2.49764, -1.73769, -0.25882], [-1.94636, 3.42031, -1.29782], [1.71264, -4.93869, 2.44118], [-0.85436, -3.03069, -2.17782], [-1.55636, 0.68831, -4.43782], [-1.74936, -4.76669, -2.28482], [1.50164, 2.70331, 2.04018], [-4.43536, -0.28969, 1.73418], [0.29864, 1.04331, 3.75318], [3.33364, 2.89231, 0.83618], [-1.57136, -1.48669, -3.28282], [-1.84436, 2.60531, -5.27382], [-2.59636, 0.75731, 3.29018], [0.72564, 1.25331, -3.05082], [2.81764, -2.77769, -0.33382], [-1.62436, 1.14531, -3.44382], [4.28764, -0.59869, 0.12418], [-4.07436, -1.72669, -0.05982], [3.09664, 0.25731, -0.63482], [0.01564, 3.73531, -1.47682], [0.81764, 3.09131, 0.52418], [-2.97136, -0.63669, -0.68682], [0.85264, 5.33831, 1.04318], [-1.48336, 3.36131, 0.81418], [-2.50036, 2.03331, 0.29118], [-2.45236, 0.16431, -4.64082], [3.12164, 1.35531, 5.05518], [-1.56636, -3.74869, 0.27418], [-3.24336, -5.49169, 0.02218], [1.98364, 3.23831, -2.27482], [-2.30836, -0.77869, 5.07618], [-0.00736, 4.48731, 2.30618], [1.89564, 1.83031, -4.15682], [0.63364, 0.41331, 0.55818], [-0.40036, -5.20969, 2.13018], [-0.74836, 2.25531, 4.49818], [-0.65536, 2.09131, 2.69418], [-0.16236, 2.13531, -5.28282], [1.90264, -0.51069, -3.70582], [1.67264, 5.15731, 2.57418], [2.60764, -0.56369, 2.34718], [-1.35036, -0.43969, 3.16818], [0.50464, -4.89969, 0.75218], [-1.08836, 0.45831, 0.90418], [2.22964, -0.41169, 4.01218], [1.59364, -4.50969, 3.47618], [-2.51836, 2.90531, -2.02582], [1.87964, 1.95431, -1.23382], [1.81364, -6.00469, 2.45318], [-0.86836, 1.77931, -7.17382], [-0.37836, -1.05269, 0.35218], [1.62464, -2.37369, 1.32618], [-3.21736, 3.74731, 0.47718], [4.08264, -0.87069, -1.53082], [3.96964, 2.70331, 4.12418], [-3.50636, -3.90369, -0.85782], [-0.66636, 0.00931, -4.30582], [-0.19236, -3.00369, 2.65318], [-1.85636, 4.51431, -1.50482], [-0.30636, 1.34131, -1.19982], [-2.77936, -1.31169, 1.08018], [-2.12136, -3.68369, -3.60382], [1.76364, -1.66369, -1.13482], [3.36664, 2.20231, -2.07282], [-0.59236, -1.11869, -1.94782], [2.54864, -4.38269, 2.04418], [-4.27936, -4.18269, 0.66118]], "forces_ev_per_angstrom": [[-1.030, 1.011, 1.384], [-0.127, -0.827, 2.636], [-3.564, -0.357, 2.147], [-3.464, 1.345, -4.448], [-1.676, -0.741, 1.795], [-2.263, -2.046, 5.763], [2.344, 0.565, -0.157], [-0.171, 0.545, -0.633], [-0.234, -0.405, -1.378], [2.012, 0.326, -3.478], [1.706, 2.324, 1.659], [-0.633, 0.490, -0.437], [1.641, 4.383, 1.115], [-3.722, -6.205, -1.989], [-1.604, -2.071, 1.514], [1.507, 5.099, 4.260], [-0.079, 0.137, -1.168], [0.882, -1.208, 0.717], [0.030, -0.284, -2.702], [3.428, -0.976, -1.521], [0.036, -0.439, 1.555], [1.631, 1.781, 1.099], [-1.129, -1.039, -1.038], [1.800, 0.540, -8.010], [-0.106, -0.139, -0.107], [0.363, -1.166, 1.573], [0.753, 1.777, 0.091], [0.807, -0.608, 0.538], [-0.333, 2.066, -0.306], [-2.337, 0.676, -0.992], [1.449, -0.527, -3.470], [0.772, 1.455, 1.161], [-0.851, 1.168, 1.659], [5.041, -0.383, 7.006], [2.681, 0.410, 2.302], [0.408, 0.854, -0.790], [0.440, -1.189, 0.560], [0.139, 0.704, -1.070], [0.826, 0.229, 0.057], [0.127, -0.458, 0.441], [-0.490, -0.297, -0.396], [-0.821, 1.625, 0.919], [-0.624, 0.423, -0.429], [-1.253, -0.236, 0.017], [0.521, -0.198, -0.393], [-0.274, -0.179, 0.112], [2.105, -0.115, 2.389], [0.054, -0.476, 0.297], [0.163, -0.364, -0.169], [-1.019, -1.302, 0.001], [-0.260, -0.323, -0.734], [0.662, 0.436, 0.883], [-0.202, 0.587, 0.092], [-0.819, -0.060, -0.571], [-0.585, -0.272, 0.018], [-0.904, -0.444, -0.565], [0.636, 0.744, -1.108], [2.596, 0.660, -2.291], [-0.772, 0.688, -0.203], [0.000, 0.929, -0.356], [0.068, 0.319, 0.044], [-0.066, 0.047, 0.319], [0.238, 0.935, -1.773], [-0.542, -0.724, 0.231], [0.148, 0.918, 0.170], [-0.084, 0.014, -0.201], [-0.118, -0.334, 0.549], [-0.478, -0.442, -0.102], [-1.855, -1.984, -1.487], [-0.362, -0.523, -0.070], [-0.095, -0.737, -1.286], [0.113, 0.573, 0.127], [-0.022, 0.308, -2.032], [-0.331, 0.018, -0.316], [1.281, 1.098, -1.312], [0.316, -0.878, -0.545], [-1.118, -0.161, -0.603], [-0.483, -0.779, 2.023], [0.586, -0.557, 0.154], [-1.285, -1.011, -0.365], [0.101, -0.869, -0.119], [0.227, 1.472, -0.222], [0.651, -1.065, -0.291], [0.058, -0.346, -0.822], [-1.030, -2.470, 0.334], [0.047, -0.342, 0.447], [-1.062, 0.331, -0.555], [-0.776, 0.349, 1.226], [-1.143, -0.652, 0.260], [-0.262, -0.606, -0.059], [1.176, -0.590, -0.484], [0.262, 0.081, 0.442], [-0.024, 0.187, 1.729], [0.962, -0.009, 0.056], [0.066, -0.283, -1.249], [0.413, -0.267, -0.483], [-1.787, 0.334, 1.413]], "lowdin_charge": [-0.128, -0.049, -0.129, -0.104, -0.128, -0.131, -0.146, -0.065, -0.079, -0.061, -0.032, -0.167, 0.195, 0.176, 0.172, 0.154, -0.066, -0.278, -0.382, -0.129, -0.365, -0.138, -0.182, -0.620, -0.056, -0.321, -0.043, -0.389, -0.093, -0.062, -0.340, -0.263, -0.069, -0.640, -0.086, 0.141, 0.079, 0.099, 0.044, 0.037, 0.079, 0.095, 0.096, 0.056, 0.112, 0.061, 0.030, 0.068, 0.059, 0.120, 0.073, 0.090, 0.076, 0.063, 0.038, 0.072, 0.134, -0.030, 0.095, 0.075, 0.097, 0.063, 0.089, 0.102, 0.127, 0.090, 0.059, 0.122, 0.033, 0.093, 0.040, 0.113, 0.081, 0.055, 0.145, 0.094, 0.093, 0.023, 0.071, 0.114, 0.060, 0.067, 0.099, 0.068, 0.176, 0.070, 0.079, 0.085, 0.131, 0.044, 0.066, 0.134, 0.110, 0.091, 0.087, 0.070, 0.044]}

***

{"formula": "C19H66ClN3O16P", "method": "the ωB97M-V functional and the def2-TZVPD basis", "energy_ha": -2932.51934, "homo_energy_ev": -11.554, "charge": 1, "species": ["Cl", "P", "O", "O", "O", "O", "O", "O", "O", "O", "O", "O", "O", "O", "O", "O", "O", "O", "N", "N", "N", "C", "C", "C", "C", "C", "C", "C", "C", "C", "C", "C", "C", "C", "C", "C", "C", "C", "C", "C", "H", "H", "H", "H", "H", "H", "H", "H", "H", "H", "H", "H", "H", "H", "H", "H", "H", "H", "H", "H", "H", "H", "H", "H", "H", "H", "H", "H", "H", "H", "H", "H", "H", "H", "H", "H", "H", "H", "H", "H", "H", "H", "H", "H", "H", "H", "H", "H", "H", "H", "H", "H", "H", "H", "H", "H", "H", "H", "H", "H", "H", "H", "H", "H", "H", "H"], "positions_angstrom": [[-3.51271, -0.57777, 1.07260], [-3.42554, -0.55607, -1.03918], [-9.63022, -0.19973, 2.75227], [12.05628, -1.15177, -4.01446], [-3.84258, -2.12760, -1.64534], [4.77134, 0.34588, -3.97088], [-6.59648, -0.48475, -0.89662], [3.39539, 2.98455, -0.94271], [-1.59649, 2.68955, 0.66515], [-5.35355, 2.44710, 6.49604], [-3.14949, -4.73965, -2.35659], [1.31583, -2.97056, 1.05127], [9.72981, -4.31133, -3.37900], [-2.75127, 4.89223, 4.00649], [-2.39922, 5.46151, 8.25943], [-10.29756, 1.92000, 5.59162], [8.80753, 0.00590, -5.43720], [6.00788, -3.94689, -3.10454], [0.74573, -1.32571, -1.97150], [1.55039, -2.47263, -2.11543], [1.37598, -0.17279, -2.12546], [-7.95292, -0.79828, -0.59902], [0.37625, -3.88327, 1.60890], [0.59991, 1.01569, -1.96737], [-0.93728, 1.04989, -1.60864], [12.26703, -1.59274, -5.34888], [-2.33552, 3.87281, 0.96508], [-1.58638, -0.37719, -1.46878], [-3.13268, 6.64208, 8.55369], [5.79095, -0.63543, -3.82386], [3.98657, 1.87387, -1.60299], [-6.71197, 2.13829, 6.78040], [9.82734, -5.72116, -3.52435], [-11.02994, 3.10104, 5.88944], [-2.03578, -5.05624, -3.17908], [-0.62113, -1.60738, -1.68415], [-9.81556, 1.15657, 2.37576], [6.21450, -4.38386, -4.43952], [-3.58262, 4.19611, 4.92827], [8.62185, 1.36393, -5.81061], [-1.84107, 4.79469, 4.31431], [-8.84792, 1.60546, 2.13549], [-2.40872, 3.99667, 2.04730], [9.37918, 0.00063, -4.65759], [7.97904, 1.40219, -6.69033], [-7.33812, 2.96582, 6.44689], [12.80333, -0.82359, -5.90980], [8.14638, 1.91023, -4.99179], [-10.28825, 1.70273, 3.19423], [9.58760, 1.81630, -6.04895], [11.29830, -1.77140, -5.81700], [-6.06114, -1.22970, -0.59495], [5.39636, -1.61730, -4.09396], [-8.58609, 0.02569, -0.92771], [-3.47271, 4.63133, 5.92387], [5.24524, -4.56314, -4.90625], [-2.88340, 4.72188, 8.64738], [-8.24360, -1.71016, -1.12599], [-10.50986, 3.95590, 5.45653], [9.66760, -5.99645, -4.57004], [-3.20876, 6.76900, 9.63638], [-4.13159, 6.57501, 8.11500], [-2.60849, 7.49719, 8.12674], [9.06200, -6.19241, -2.90684], [12.84318, -2.52179, -5.34314], [6.79195, -5.31137, -4.43611], [4.05333, 0.09932, -3.37599], [-8.06847, -0.93567, 0.47847], [-1.03679, -2.66376, -1.60993], [-2.32777, -5.83591, -3.88226], [6.62050, -0.38533, -4.48542], [-1.51297, 2.01738, -1.46177], [-3.30378, 3.13976, 4.94955], [-0.63578, -3.48525, 1.49747], [1.54128, -2.88795, -1.15140], [-2.07758, 1.94713, 1.05442], [6.74893, -3.61202, -4.99892], [3.46671, 1.70627, -2.54485], [6.14372, -0.64546, -2.78874], [-3.33515, 3.80100, 0.52888], [-1.72252, -4.16751, -3.73510], [2.53072, -2.16626, -2.24099], [-4.64529, -1.95897, -2.19773], [-10.77802, 1.18040, 5.98483], [12.92552, -1.00072, -3.62264], [1.12928, 2.02739, -2.11066], [-4.82210, 1.70075, 6.80006], [10.81363, -6.05853, -3.19663], [-1.81581, 4.73070, 0.53769], [10.41617, -3.91967, -3.93402], [-9.05817, -0.20270, 3.52999], [1.22961, -2.14052, 1.53783], [3.89449, 0.98297, -0.97438], [5.03829, 2.08973, -1.80022], [-12.03195, 3.03222, 5.45896], [-2.86644, -4.04952, -1.74584], [0.45062, -4.83287, 1.07862], [3.87256, 3.11182, -0.11310], [-1.21043, -5.41926, -2.56008], [-10.45974, 1.19504, 1.49659], [-6.84126, 1.99862, 7.85652], [-4.61962, 4.28870, 4.60680], [-7.00292, 1.22890, 6.24896], [0.59979, -4.04165, 2.66580], [-11.09754, 3.23008, 6.97236], [6.88079, -3.79624, -2.71705]], "forces_ev_per_angstrom": [[0.616, -0.595, -1.050], [-0.888, -0.034, -1.296], [0.134, -0.300, 0.054], [-0.078, 0.046, 0.188], [0.688, 2.344, 1.037], [-0.250, 0.114, -0.060], [0.590, -0.032, -0.248], [-0.265, 0.005, 0.153], [0.144, -0.514, -0.262], [0.210, -0.058, 0.029], [0.069, -0.104, 0.051], [0.054, 0.361, -0.428], [-0.098, 0.159, -0.019], [0.267, 0.073, -0.121], [0.075, -0.233, -0.063], [0.136, -0.258, 0.053], [0.070, -0.194, 0.132], [-0.057, 0.072, 0.308], [-2.761, -0.993, 0.529], [0.469, -0.050, 1.462], [-3.398, 3.167, 0.718], [-0.093, -0.280, 0.214], [-0.141, 0.017, 0.182], [-2.174, -1.462, 0.390], [2.007, -4.668, -0.708], [0.210, 0.034, 0.095], [-0.267, 0.066, 0.295], [4.892, 0.129, -0.258], [-0.121, -0.190, 0.098], [-0.124, -0.124, -0.025], [0.198, 0.312, 0.414], [0.114, -0.169, 0.087], [0.181, 0.145, -0.153], [-0.141, -0.158, 0.108], [-0.043, 0.146, 0.247], [-0.591, 4.598, 0.120], [0.056, 0.112, 0.180], [0.265, 0.063, 0.094], [0.179, 0.067, 0.137], [0.163, -0.024, 0.181], [-0.204, 0.171, -0.030], [-0.091, 0.217, -0.086], [-0.123, 0.205, -0.196], [-0.052, -0.121, -0.191], [0.059, -0.098, 0.095], [0.133, -0.074, -0.008], [-0.031, -0.154, -0.214], [-0.026, 0.197, -0.130], [0.055, 0.153, -0.149], [-0.109, 0.189, -0.060], [0.040, 0.092, 0.108], [-0.316, 0.131, 0.151], [0.242, -0.080, 0.097], [0.190, -0.034, -0.007], [-0.136, -0.168, 0.046], [0.041, 0.029, 0.131], [0.167, 0.133, -0.110], [-0.202, 0.052, 0.064], [0.016, -0.149, 0.007], [0.008, -0.233, 0.051], [-0.097, 0.205, -0.035], [-0.049, 0.218, 0.058], [0.014, -0.157, 0.013], [0.055, 0.118, -0.023], [0.013, -0.011, -0.231], [-0.020, 0.002, -0.247], [0.156, 0.001, -0.242], [-0.253, 0.005, -0.054], [1.226, 1.523, -0.292], [-0.012, 0.101, 0.105], [-0.121, 0.028, 0.059], [0.944, -1.465, -0.126], [-0.201, -0.039, 0.125], [-0.088, -0.166, 0.105], [0.018, 0.034, -0.821], [0.138, 0.191, 0.043], [0.007, -0.152, -0.200], [0.056, 0.306, 0.128], [0.154, -0.179, -0.023], [-0.028, 0.191, 0.036], [0.161, -0.098, -0.182], [-0.722, 0.056, -0.234], [0.680, -0.273, 0.448], [0.151, 0.121, -0.132], [-0.261, 0.001, 0.004], [-0.606, -1.998, 0.302], [-0.071, 0.219, -0.076], [-0.077, -0.223, -0.023], [0.033, -0.174, -0.007], [-0.187, 0.085, 0.211], [-0.204, -0.015, -0.136], [0.166, -0.169, -0.094], [0.120, -0.189, -0.136], [-0.051, -0.283, -0.230], [-0.033, 0.215, 0.065], [-0.409, -0.137, -0.110], [0.085, 0.133, 0.021], [-0.179, 0.102, -0.182], [0.151, -0.093, -0.199], [0.081, -0.147, 0.056], [-0.229, -0.022, -0.032], [0.165, -0.006, -0.042], [-0.236, 0.047, 0.067], [-0.140, -0.129, -0.046], [-0.099, 0.202, -0.040], [-0.157, -0.032, -0.086]], "lowdin_charge": [0.217, 0.654, -0.135, -0.135, -0.363, -0.146, -0.184, -0.125, -0.178, -0.142, -0.137, -0.148, -0.134, -0.144, -0.141, -0.149, -0.149, -0.147, -0.207, 0.128, 0.123, -0.132, -0.135, 0.035, 0.054, -0.163, -0.119, -0.277, -0.160, -0.129, -0.184, -0.145, -0.161, -0.151, -0.159, 0.074, -0.162, -0.161, -0.159, -0.154, 0.084, 0.077, 0.056, 0.074, 0.082, 0.078, 0.080, 0.076, 0.053, 0.078, 0.074, 0.015, 0.063, 0.086, 0.062, 0.079, 0.074, 0.083, 0.081, 0.078, 0.076, 0.075, 0.080, 0.078, 0.076, 0.071, 0.023, 0.073, 0.131, 0.086, 0.064, 0.109, 0.069, 0.072, 0.096, 0.031, 0.077, 0.048, 0.085, 0.085, 0.072, 0.119, 0.070, 0.085, 0.079, 0.132, 0.081, 0.078, 0.088, 0.068, 0.071, 0.087, 0.078, 0.091, 0.079, 0.019, 0.086, 0.084, 0.075, 0.080, 0.079, 0.080, 0.074, 0.086, 0.078, 0.073]}